Record 1
Below is a cluster of 9 separate species, C6H29ClNO9 in total in a non-equilibrium geometry, with properties calculated with the ωB97M-V functional and the def2-TZVPD basis.

Each atom is followed by the atoms it is bonded to, with distances in Å.
Positions of all 46 atoms, in Å:
1 Cl -18.12 -19.66 -20.71  no bonds
2 C -18.01 -22.88 -22.85  O3 1.412, H11 1.090, H12 1.090, H13 1.090
3 O -18.73 -22.80 -24.06  C2 1.412, C4 1.446
4 C -17.95 -22.38 -25.20  O3 1.446, C5 1.532, H14 1.090, H15 1.090
5 C -18.84 -22.44 -26.45  C4 1.532, N6 1.486, H16 1.090, H17 1.090
6 N -19.28 -23.83 -26.73  C5 1.486, C7 1.465, H18 1.010
7 C -20.19 -23.91 -27.88  N6 1.465, C8 1.506, H19 1.090, H20 1.090
8 C -20.75 -25.31 -27.93  C7 1.506, O9 1.378, H21 1.090, H22 1.090
9 O -21.49 -25.65 -26.82  C8 1.378, C10 1.412
10 C -22.36 -26.75 -26.99  O9 1.412, H23 1.090, H24 1.090, H25 1.090
11 H -17.56 -21.95 -22.49  C2 1.090
12 H -17.10 -23.47 -22.84  C2 1.090
13 H -18.47 -23.38 -22.00  C2 1.090
14 H -17.05 -22.99 -25.29  C4 1.090
15 H -17.69 -21.33 -25.18  C4 1.090
16 H -18.20 -22.09 -27.26  C5 1.090
17 H -19.72 -21.81 -26.36  C5 1.090
18 H -19.70 -24.22 -25.90  N6 1.010
19 H -19.68 -23.55 -28.77  C7 1.090
20 H -21.00 -23.18 -27.78  C7 1.090
21 H -19.85 -25.91 -28.08  C8 1.090
22 H -21.31 -25.43 -28.86  C8 1.090
23 H -22.06 -27.58 -26.34  C10 1.090
24 H -22.37 -27.22 -27.97  C10 1.090
25 H -23.35 -26.36 -26.74  C10 1.090
26 O -17.98 -20.06 -17.08  H27 0.957, H28 0.957
27 H -17.70 -19.55 -17.83  O26 0.957
28 H -18.84 -19.70 -16.84  O26 0.957
29 O -15.35 -21.23 -20.15  H30 0.957, H31 0.957
30 H -14.60 -20.78 -20.54  O29 0.957
31 H -16.05 -20.57 -20.14  O29 0.957
32 O -17.47 -16.89 -19.12  H33 0.957, H34 0.957
33 H -16.53 -16.79 -19.31  O32 0.957
34 H -17.68 -17.75 -19.48  O32 0.957
35 O -16.02 -18.41 -23.33  H36 0.957, H37 0.957
36 H -15.38 -18.16 -22.66  O35 0.957
37 H -16.81 -18.64 -22.84  O35 0.957
38 O -19.23 -22.32 -19.04  H39 0.957, H40 0.957
39 H -18.80 -21.72 -19.65  O38 0.957
40 H -20.06 -22.55 -19.46  O38 0.957
41 O -20.45 -20.63 -22.76  H42 0.957, H43 0.957
42 H -19.75 -21.01 -23.30  O41 0.957
43 H -19.99 -20.03 -22.17  O41 0.957
44 O -20.91 -19.64 -19.10  H45 0.957, H46 0.957
45 H -20.14 -19.35 -19.58  O44 0.957
46 H -20.76 -19.36 -18.20  O44 0.957

* E_HOMO: -6.69 eV
* energy: -1438.1654 Eh
* net charge: -1
* energy relative to the best compared isomer or geometry (same formula, charge and spin): 0.0 kcal/mol
* frontier orbital gap: 9.238 eV

Record 2
Below is a cluster of 10 separate species, C6H29NO10 in total in a non-equilibrium geometry, with properties calculated with the ωB97M-V functional and the def2-TZVPD basis.

Each atom is followed by the atoms it is bonded to, with distances in Å.
Positions of all 46 atoms, in Å:
1 C 3.23 -0.04 -0.76  C2 1.340, H9 1.071, H10 1.134
2 C 2.11 -0.78 -0.68  C1 1.340, C3 1.530, N7 1.472
3 C 0.75 -0.44 -1.29  C2 1.530, C4 1.588, H11 1.065, H12 1.110
4 C 0.79 0.36 -2.66  C3 1.588, C5 1.477, H13 1.122, H14 1.074
5 C 0.69 1.81 -2.42  C4 1.477, O6 1.221, H15 1.122
6 O -0.06 2.46 -3.14  C5 1.221
7 N 2.32 -2.14 -0.15  C2 1.472, C8 1.464, H16 1.031
8 C 2.09 -2.09 1.29  N7 1.464, H17 1.112, H18 1.107, H19 1.141
9 H 4.09 -0.24 -0.16  C1 1.071
10 H 3.34 0.93 -1.33  C1 1.134
11 H 0.30 -1.40 -1.44  C3 1.065
12 H 0.17 0.22 -0.63  C3 1.110
13 H -0.04 0.00 -3.33  C4 1.122
14 H 1.73 0.01 -3.05  C4 1.074
15 H 1.39 2.38 -1.75  C5 1.122
16 H 3.25 -2.55 -0.33  N7 1.031
17 H 1.01 -1.89 1.46  C8 1.112
18 H 2.27 -2.99 1.92  C8 1.107
19 H 2.78 -1.31 1.76  C8 1.141
20 O 1.20 3.34 0.48  H21 0.953, H22 0.969
21 H 2.05 3.04 0.78  O20 0.953
22 H 0.58 3.47 1.21  O20 0.969
23 O -1.06 -2.74 -3.06  H24 0.960, H25 0.965
24 H -1.44 -3.42 -2.50  O23 0.960
25 H -0.11 -2.79 -2.91  O23 0.965
26 O -1.67 -2.78 1.44  H27 0.971, H28 0.967
27 H -2.21 -3.06 0.68  O26 0.971
28 H -0.89 -2.29 1.16  O26 0.967
29 O -1.29 2.32 2.56  H30 0.972, H31 0.954
30 H -1.31 1.61 3.22  O29 0.972
31 H -1.93 2.08 1.89  O29 0.954
32 O -1.29 -1.10 3.38  H33 0.986, H34 0.965
33 H -1.75 -1.77 2.81  O32 0.986
34 H -1.89 -0.38 3.16  O32 0.965
35 O -3.39 0.82 0.99  H36 0.973, H37 0.942
36 H -3.73 1.73 0.96  O35 0.973
37 H -2.82 0.78 0.24  O35 0.942
38 O -1.63 2.41 -0.31  H39 0.991, H40 0.958
39 H -1.67 2.36 -1.30  O38 0.991
40 H -0.69 2.53 -0.16  O38 0.958
41 O -2.59 -2.09 -0.84  H42 0.975, H43 0.982
42 H -2.33 -1.99 -1.77  O41 0.975
43 H -3.41 -1.60 -0.62  O41 0.982
44 O 2.41 0.71 2.79  H45 0.973, H46 1.006
45 H 2.02 0.94 3.65  O44 0.973
46 H 1.62 1.12 2.32  O44 1.006

* SMILES string: C=C(CCC=O)NC.O.O.O.O.O.O.O.O.O
* E_HOMO: -9.25 eV
* energy: -1053.0745 Eh
* energy relative to the best compared isomer or geometry (same formula, charge and spin): 92.9 kcal/mol
* frontier orbital gap: 9.414 eV

Record 3
Below is a cluster of 8 separate species, C6H29NO7 in total in a non-equilibrium geometry, with properties calculated with the ωB97M-V functional and the def2-TZVPD basis.

Each atom is followed by the atoms it is bonded to, with distances in Å.
Positions of all 43 atoms, in Å:
1 C 1.77 -2.69 -0.16  C2 1.527, H8 1.090, H9 1.093, H10 1.093
2 C 0.80 -1.74 -0.85  C1 1.527, N3 1.461, H11 1.090, H12 1.096
3 N 0.23 -0.72 0.03  C2 1.461, C4 1.449, C5 1.503
4 C -0.70 -1.37 0.94  N3 1.449, H13 1.094, H14 1.097, H15 1.096
5 C -0.41 0.34 -0.82  N3 1.503, C6 1.513, C7 1.559, H16 1.086
6 C -1.66 -0.08 -1.58  C5 1.513, H17 1.087, H18 1.093, H19 1.095
7 C -0.75 1.45 0.22  C5 1.559, H20 1.089, H21 1.076, H22 1.087
8 H 2.49 -3.18 -0.81  C1 1.090
9 H 2.29 -2.19 0.66  C1 1.093
10 H 1.27 -3.56 0.27  C1 1.093
11 H 1.34 -1.28 -1.68  C2 1.090
12 H 0.01 -2.36 -1.30  C2 1.096
13 H -1.02 -0.84 1.84  C4 1.094
14 H -1.60 -1.81 0.48  C4 1.097
15 H -0.11 -2.16 1.43  C4 1.096
16 H 0.40 0.70 -1.45  C5 1.086
17 H -1.80 -1.09 -1.95  C6 1.087
18 H -2.55 0.20 -1.01  C6 1.093
19 H -1.77 0.50 -2.50  C6 1.095
20 H -1.77 1.28 0.56  C7 1.089
21 H -0.02 1.43 1.01  C7 1.076
22 H -0.74 2.39 -0.33  C7 1.087
23 O 1.52 3.25 0.73  H24 0.971, H25 0.960
24 H 1.72 2.38 1.10  O23 0.971
25 H 1.39 3.84 1.48  O23 0.960
26 O -2.22 -3.41 -1.78  H27 0.961, H28 0.963
27 H -2.28 -4.06 -1.08  O26 0.961
28 H -1.55 -3.69 -2.42  O26 0.963
29 O -4.16 -0.14 1.19  H30 0.959, H31 0.958
30 H -3.38 -0.58 0.86  O29 0.959
31 H -4.52 0.47 0.54  O29 0.958
32 O 0.06 3.09 -3.06  H33 0.964, H34 0.974
33 H -0.50 3.39 -2.34  O32 0.964
34 H 0.94 3.11 -2.63  O32 0.974
35 O 2.35 1.19 2.42  H36 0.962, H37 0.966
36 H 3.26 1.29 2.73  O35 0.962
37 H 2.28 0.32 2.00  O35 0.966
38 O 2.67 2.56 -1.72  H39 0.968, H40 0.979
39 H 3.30 3.26 -1.51  O38 0.968
40 H 2.18 2.61 -0.87  O38 0.979
41 O 0.33 -0.57 4.19  H42 0.971, H43 0.963
42 H 0.38 -1.45 3.78  O41 0.971
43 H 0.54 -0.07 3.39  O41 0.963

* SMILES string: CCN(C)C(C)C.O.O.O.O.O.O.O
* E_HOMO: -9.03 eV
* energy: -827.3877 Eh
* energy relative to the best compared isomer or geometry (same formula, charge and spin): 18.8 kcal/mol
* frontier orbital gap: 9.212 eV

Record 4
Below is a cluster of 9 separate species, C6H29NO9 in total in a non-equilibrium geometry, with properties calculated with the ωB97M-V functional and the def2-TZVPD basis.

Each atom is followed by the atoms it is bonded to, with distances in Å.
Positions of all 45 atoms, in Å:
1 C -2.85 2.94 1.12  C2 1.359, H9 1.083, H10 1.061
2 C -1.81 2.28 0.52  C1 1.359, C3 1.488, C4 1.521
3 C -1.79 2.05 -0.94  C2 1.488, H11 1.066, H12 1.112, H13 1.092
4 C -0.56 1.85 1.27  C2 1.521, C5 1.545, H14 1.093, H15 1.119
5 C -0.69 0.66 2.24  C4 1.545, N6 1.491, C7 1.507, H16 1.097
6 N -0.87 -0.61 1.48  C5 1.491, H17 0.999, H18 1.021
7 C 0.45 0.62 3.22  C5 1.507, O8 1.414, H19 1.098, H20 1.109
8 O 1.65 0.25 2.57  C7 1.414, H21 0.967
9 H -3.46 3.58 0.50  C1 1.083
10 H -3.03 2.82 2.16  C1 1.061
11 H -1.20 1.26 -1.35  C3 1.066
12 H -1.39 3.04 -1.26  C3 1.112
13 H -2.77 1.84 -1.38  C3 1.092
14 H -0.18 2.75 1.75  C4 1.093
15 H 0.22 1.48 0.55  C4 1.119
16 H -1.56 0.68 2.91  C5 1.097
17 H -0.03 -0.78 0.97  N6 0.999
18 H -1.65 -0.54 0.82  N6 1.021
19 H 0.35 0.03 4.14  C7 1.098
20 H 0.59 1.52 3.85  C7 1.109
21 H 1.90 0.90 1.89  O8 0.967
22 O -0.60 -4.04 0.39  H23 0.981, H24 0.969
23 H 0.22 -3.68 0.00  O22 0.981
24 H -1.19 -3.79 -0.33  O22 0.969
25 O 0.47 -0.54 -0.96  H26 0.970, H27 0.957
26 H 0.20 0.09 -1.65  O25 0.970
27 H 1.20 -1.03 -1.33  O25 0.957
28 O -0.93 -3.23 2.87  H29 0.941, H30 0.997
29 H -0.83 -2.31 2.71  O28 0.941
30 H -1.15 -3.51 1.94  O28 0.997
31 O 0.68 1.21 -3.76  H32 0.959, H33 0.964
32 H 0.32 2.10 -3.80  O31 0.959
33 H 1.28 1.33 -3.02  O31 0.964
34 O 1.57 -2.78 -2.99  H35 0.961, H36 0.959
35 H 2.21 -3.18 -2.40  O34 0.961
36 H 1.99 -2.18 -3.62  O34 0.959
37 O -0.92 -3.01 -2.19  H38 0.951, H39 0.969
38 H -0.76 -2.07 -2.29  O37 0.951
39 H -0.19 -3.39 -2.70  O37 0.969
40 O 2.84 0.00 -0.10  H41 0.982, H42 0.961
41 H 3.34 -0.78 -0.43  O40 0.982
42 H 2.00 -0.33 0.23  O40 0.961
43 O 2.09 2.09 -1.53  H44 0.962, H45 0.971
44 H 2.68 2.82 -1.34  O43 0.962
45 H 2.17 1.57 -0.72  O43 0.971

* SMILES string: C=C(C)C[C@@H](N)CO.O.O.O.O.O.O.O.O
* E_HOMO: -8.84 eV
* energy: -977.8348 Eh
* energy relative to the best compared isomer or geometry (same formula, charge and spin): 104.8 kcal/mol
* frontier orbital gap: 8.297 eV